Here is a cluster of 2 separate species, C11H14N2 in total at a distorted geometry from OMol25. Energies are from wB97M-V/def2-TZVPD.

Geometry as XYZ:
```
27
Properties=species:S:1:pos:R:3
C 1.0971 4.0841 1.2257
C 0.8759 3.0182 0.2161
C -0.0466 1.9638 0.3287
N -0.1355 1.5051 -0.9920
C 0.7643 2.1721 -1.7411
N 1.4304 3.0484 -1.0391
H 1.0389 5.0937 0.8327
H 2.0557 3.9008 1.7441
H 0.3034 4.0432 1.9592
H -0.1721 1.2838 1.1563
H -0.8813 0.9182 -1.3351
H 0.7177 1.9958 -2.8019
C -1.0586 -3.0861 -1.9372
C -0.7483 -2.4424 -0.5816
C 0.5034 -1.7627 -0.5449
C 0.9381 -1.2833 0.6715
C 0.1975 -1.4881 1.8581
C -1.0869 -1.9880 1.7324
C -1.5442 -2.5465 0.5308
H -2.0144 -3.6217 -1.7793
H -0.3042 -3.7574 -2.3094
H -1.2588 -2.2262 -2.5807
H 1.1071 -1.5318 -1.4028
H 1.9323 -0.8607 0.8113
H 0.4786 -1.2267 2.8629
H -1.7532 -2.0424 2.5807
H -2.4361 -3.1629 0.5346
```

Computed properties:
Total energy in eV: -14613.4259
Structure (SMILES): Cc1c[nH]cn1.Cc1ccccc1
LUMO level in eV: 0.75
Kohn-Sham gap in eV: 9.062
Net charge: 0
ΔE to the lowest compared entry with this formula, charge and spin in kcal per mole: 22.9

=====

Here is a cluster of 2 separate species, C11H14N2 in total at a distorted geometry from OMol25. Energies are from wB97M-V/def2-TZVPD.

Geometry as XYZ:
```
27
Properties=species:S:1:pos:R:3
C -0.9508 5.1542 -0.2708
C -0.1925 3.8611 -0.2608
C 0.4863 3.3243 -1.3185
N 1.0448 2.1725 -0.8448
C 0.6338 2.0152 0.4375
N -0.0821 3.0496 0.8198
H -1.1900 5.4556 -1.2873
H -0.3424 5.9310 0.2003
H -1.8655 5.0768 0.3155
H 0.5631 3.5833 -2.3593
H 1.4645 1.4516 -1.4068
H 1.1301 1.3828 1.1550
C 1.2804 -4.0789 -0.9374
C 0.3615 -3.2419 -0.0961
C 0.8850 -2.2263 0.6983
C 0.0655 -1.4568 1.5158
C -1.3086 -1.6348 1.4826
C -1.8461 -2.6199 0.6782
C -1.0147 -3.4611 -0.0473
H 1.7940 -4.8129 -0.3189
H 2.0524 -3.4603 -1.3865
H 0.8120 -4.5502 -1.8008
H 1.9508 -2.0237 0.6513
H 0.5291 -0.7451 2.1807
H -1.9471 -1.0097 2.0922
H -2.9127 -2.7937 0.6450
H -1.4007 -4.3426 -0.5369
```

Computed properties:
Total energy in eV: -14614.2077
Structure (SMILES): Cc1c[nH]cn1.Cc1ccccc1
LUMO level in eV: 0.75
Kohn-Sham gap in eV: 9.229
Net charge: 0
ΔE to the lowest compared entry with this formula, charge and spin in kcal per mole: 4.9

=====

Here is a cluster of 2 separate species, C11H14N2O in total at a distorted geometry from OMol25. Energies are from wB97M-V/def2-TZVPD.

Geometry as XYZ:
```
28
Properties=species:S:1:pos:R:3
C 3.3723 1.9151 -1.4953
C 1.8873 1.8346 -1.5023
C 1.1673 2.4866 -2.5155
C -0.2169 2.3392 -2.6751
C -0.8842 1.6828 -1.6203
O -2.2609 1.5682 -1.5447
C -0.2332 1.1197 -0.5260
C 1.1512 1.1599 -0.5382
H 3.6227 2.6869 -2.1786
H 3.8090 0.9665 -1.7458
H 3.7951 2.3391 -0.5589
H 1.6570 3.1700 -3.2076
H -0.7419 2.5378 -3.6008
H -2.5860 2.0583 -0.7566
H -0.5960 0.7964 0.4184
H 1.6422 0.7332 0.3495
C -1.0101 -3.3095 3.7151
C -1.1685 -2.7280 2.3252
C -1.5071 -1.4626 1.9538
N -1.5057 -1.4156 0.5839
C -1.0780 -2.6554 0.1685
N -0.9092 -3.4732 1.1757
H -1.9619 -3.3974 4.1625
H -0.5003 -2.4813 4.2356
H -0.3210 -4.1181 3.5912
H -2.0043 -0.7285 2.5692
H -1.6452 -0.5576 0.0607
H -0.9738 -3.0670 -0.8438
```

Computed properties:
Total energy in eV: -16660.6100
Structure (SMILES): Cc1ccc(O)cc1.Cc1c[nH]cn1
LUMO level in eV: 0.56
Kohn-Sham gap in eV: 9.010
Net charge: 0
ΔE to the lowest compared entry with this formula, charge and spin in kcal per mole: 53.1